1.
{"formula": "C18H46N7O7P2", "method": "ωB97M-V/def2-TZVPD", "species": ["C", "C", "C", "O", "C", "O", "C", "O", "N", "C", "O", "O", "H", "H", "H", "H", "H", "H", "H", "H", "H", "H", "O", "P", "N", "C", "C", "N", "C", "C", "N", "C", "C", "H", "H", "H", "H", "H", "H", "H", "H", "H", "H", "H", "H", "H", "H", "H", "H", "H", "H", "O", "P", "N", "C", "C", "N", "C", "C", "N", "C", "C", "H", "H", "H", "H", "H", "H", "H", "H", "H", "H", "H", "H", "H", "H", "H", "H", "H", "H"], "positions_angstrom": [[1.2248, 3.3061, -0.2873], [2.0275, 3.5947, 1.0024], [1.5751, 2.6170, 2.0642], [2.2612, 2.8050, 3.2835], [2.1043, 1.6970, 4.1112], [2.8522, 0.6182, 3.6040], [3.4644, -0.1633, 4.5682], [3.0361, -1.2569, 4.7667], [4.5681, 0.3371, 5.2376], [5.8440, -0.2684, 4.7664], [6.8606, 0.1143, 5.3576], [5.7698, -1.0799, 3.8309], [1.8460, 2.9533, -1.1012], [0.6521, 4.1930, -0.5379], [0.4872, 2.5352, -0.0688], [3.0839, 3.4386, 0.8033], [1.8711, 4.6097, 1.3582], [1.7216, 1.6174, 1.6491], [0.4951, 2.7198, 2.2295], [1.0403, 1.4272, 4.0792], [2.3439, 1.9529, 5.1411], [4.6226, 1.3445, 5.1756], [-2.1118, 3.5245, -1.8643], [-2.8632, 2.5298, -2.7025], [-2.9077, 3.4463, -4.1832], [-3.9903, 4.1365, -4.8410], [-1.6243, 3.6766, -4.8178], [-4.3394, 2.4628, -1.7732], [-5.5038, 3.2788, -2.0708], [-4.0915, 2.4838, -0.3303], [-3.2587, 1.0276, -3.5170], [-2.1284, 0.1162, -3.7133], [-4.2275, 0.9008, -4.5623], [-4.0948, 3.7873, -5.8789], [-3.8186, 5.2215, -4.8683], [-4.9518, 3.9774, -4.3639], [-1.4200, 2.9323, -5.6019], [-0.8086, 3.6280, -4.0936], [-1.5805, 4.6704, -5.2701], [-5.2571, 4.3402, -2.2187], [-6.2196, 3.2198, -1.2505], [-6.0482, 2.9114, -2.9447], [-3.9275, 3.4987, 0.0518], [-3.2123, 1.8936, -0.0741], [-4.9412, 2.0408, 0.1922], [-1.5196, 0.3904, -4.5888], [-2.4757, -0.9114, -3.8436], [-1.4742, 0.1245, -2.8375], [-3.8081, 1.1119, -5.5583], [-5.0996, 1.5353, -4.4177], [-4.5955, -0.1287, -4.5624], [0.3447, -1.9233, 0.5617], [0.9954, -3.2754, 0.6896], [0.5055, -3.7164, 2.2872], [1.2648, -3.8170, 3.5185], [-0.9160, -3.8969, 2.4845], [2.6546, -2.8040, 0.5199], [3.5450, -2.5941, 1.6680], [2.8352, -1.7160, -0.4371], [1.3669, -4.9132, 0.1697], [0.3725, -5.5281, -0.7057], [2.0292, -5.8863, 0.9842], [1.1397, -4.8172, 3.9608], [0.9335, -3.0768, 4.2546], [2.3286, -3.6681, 3.3811], [-1.2089, -4.9557, 2.3978], [-1.4953, -3.3317, 1.7498], [-1.2254, -3.5372, 3.4689], [3.0951, -1.9672, 2.4422], [4.4700, -2.1102, 1.3596], [3.8658, -3.5392, 2.1110], [2.6312, -0.7320, 0.0033], [2.1730, -1.8330, -1.2974], [3.8597, -1.7285, -0.8126], [-0.4836, -5.9397, -0.1454], [0.8171, -6.3357, -1.2943], [-0.0182, -4.7921, -1.4145], [1.3322, -6.4465, 1.6274], [2.8057, -5.4568, 1.6135], [2.5299, -6.6016, 0.3249]], "forces_ev_per_angstrom": [[-0.3, 0.3, 0.9], [-0.1, -0.4, -0.2], [-0.1, 0.0, -0.5], [0.3, 0.1, 0.3], [-0.8, 0.1, -0.6], [0.1, 0.4, 0.4], [0.4, -0.4, 0.4], [-0.5, -0.8, 0.0], [-0.8, 0.5, -0.5], [1.8, -0.8, -0.3], [-0.4, 0.6, 0.4], [-0.8, 0.1, 0.0], [0.0, 0.2, -0.2], [0.0, 0.0, -0.5], [-0.1, -0.1, -0.2], [0.2, 0.1, 0.2], [0.1, 0.2, -0.1], [0.2, -0.2, 0.3], [-0.1, 0.1, 0.1], [0.0, -0.3, 0.2], [0.4, 0.1, 0.0], [0.3, 0.1, 0.0], [2.3, -2.7, 0.2], [-5.2, 3.5, -2.0], [-0.5, 0.3, 0.2], [-0.1, -0.2, -0.1], [0.2, -0.4, 0.2], [-0.5, 0.0, 0.0], [0.0, 0.1, -0.4], [0.4, 0.0, 0.0], [3.4, -1.6, 2.1], [0.1, 0.1, 0.0], [-0.3, 0.6, -0.3], [0.0, 0.1, 0.0], [0.0, 0.0, 0.0], [0.1, -0.1, 0.0], [0.0, 0.1, -0.1], [0.0, 0.0, 0.0], [-0.1, 0.0, 0.0], [-0.1, 0.0, 0.0], [0.1, -0.1, 0.1], [0.1, 0.1, -0.1], [0.0, 0.0, 0.0], [0.0, 0.0, 0.0], [-0.1, 0.0, -0.1], [0.0, -0.1, 0.0], [-0.1, 0.0, 0.0], [0.0, 0.0, 0.0], [0.0, 0.1, 0.1], [0.1, 0.1, 0.1], [0.1, 0.0, 0.1], [-1.9, -1.8, -2.6], [4.2, 0.8, 5.0], [0.4, 0.2, -0.1], [0.1, -0.3, 0.1], [-0.1, -0.1, -0.4], [0.4, -0.2, 0.2], [-0.1, -0.1, 0.3], [-0.3, 0.1, -0.1], [-2.6, 0.9, -3.2], [-0.1, 0.1, 0.1], [0.1, 0.1, 0.7], [-0.1, 0.0, 0.0], [0.0, 0.0, -0.1], [-0.1, 0.1, 0.0], [-0.1, 0.0, 0.1], [0.0, 0.0, 0.0], [0.1, 0.0, 0.0], [0.2, 0.0, 0.0], [-0.1, 0.1, -0.2], [-0.1, 0.0, 0.0], [0.0, 0.0, 0.0], [0.0, 0.0, 0.0], [0.1, -0.1, 0.1], [0.0, -0.1, -0.1], [0.0, 0.0, 0.1], [0.0, 0.0, 0.0], [0.0, 0.1, 0.0], [-0.1, 0.2, 0.0], [-0.1, 0.0, -0.1]], "energy_ha": -2306.0565, "multiplicity": 1, "e_lumo_ev": 1.44, "total_charge": -1}

***

2.
{"formula": "C20H15N3O4S", "method": "ωB97M-V/def2-TZVPD", "species": ["O", "O", "N", "N", "O", "O", "S", "C", "C", "C", "C", "C", "C", "C", "C", "C", "C", "C", "C", "C", "C", "C", "C", "N", "C", "C", "C", "C", "H", "H", "H", "H", "H", "H", "H", "H", "H", "H", "H", "H", "H", "H", "H"], "positions_angstrom": [[4.3273, 0.3705, 0.8184], [-0.6570, -1.6835, -1.2494], [-0.8857, 0.2523, 2.4476], [-2.1075, 0.8263, 2.9346], [1.3382, -3.3247, 1.9371], [2.1742, -1.1956, -2.2720], [-2.7485, -0.4860, 0.7435], [3.7028, -0.1160, -0.0947], [0.3033, -1.2675, -0.6120], [-1.0546, -0.4662, 1.3550], [-3.0120, 0.6133, 2.0038], [1.9464, -4.1416, 2.9133], [2.8540, -3.4805, 3.6480], [2.8083, -2.1177, 3.1457], [1.6953, -1.0017, -1.0094], [1.8541, -2.0287, 2.1512], [2.4087, -0.5784, 0.0203], [5.1759, -0.0603, -4.2586], [5.8941, 0.5001, -3.1844], [3.9728, -0.7583, -3.8686], [5.5950, 0.3571, -1.8292], [3.3765, -0.6063, -2.5610], [4.2462, -0.1093, -1.4939], [0.1444, -0.7844, 0.6792], [1.4993, -0.7374, 1.2917], [-5.2373, 0.6245, 2.9083], [-4.6601, 1.9695, 0.8336], [-4.2115, 1.3974, 2.1361], [1.7388, -5.2150, 3.0546], [3.4469, -3.9543, 4.4326], [3.2855, -1.1929, 3.5028], [5.4145, -0.0081, -5.3661], [6.8341, 0.9911, -3.4096], [3.3047, -1.4048, -4.4776], [6.3287, 0.7352, -1.0427], [1.5495, 0.2642, 1.7491], [-4.8546, 0.6581, 3.9309], [-5.2803, -0.4581, 2.6032], [-6.2617, 1.0287, 2.8103], [-4.9243, 1.1825, 0.0845], [-4.0143, 2.6832, 0.4702], [-5.6169, 2.4054, 1.0178], [-4.1596, 2.2641, 2.7692]], "forces_ev_per_angstrom": [[0.6, 0.2, 1.1], [1.4, 0.3, 0.0], [-1.4, -0.9, -0.2], [1.7, -1.3, -3.1], [0.5, 0.4, 1.0], [-0.9, 0.7, 0.2], [2.4, -0.2, -0.3], [3.0, 1.4, -1.1], [-3.8, -0.2, -0.5], [0.8, 1.5, 1.1], [1.0, 1.2, 2.8], [-0.1, 0.0, -0.6], [-0.2, 1.0, -0.5], [-0.8, 1.2, -0.3], [1.1, -0.7, -1.5], [1.2, -0.2, 0.9], [-3.5, -1.9, 1.5], [-2.6, -1.3, 0.8], [1.1, -0.2, -0.3], [-1.3, 0.6, 0.5], [-2.1, 0.2, 0.3], [4.2, 0.0, 0.7], [0.1, -0.3, -1.4], [1.2, -1.5, -0.4], [0.1, 0.4, -0.3], [-1.0, -1.8, 0.0], [-2.4, -2.5, -0.5], [-2.2, 0.6, -0.2], [-0.5, 0.9, -0.9], [-0.2, 0.5, -0.3], [0.1, -0.8, -0.1], [0.1, -0.1, 1.8], [0.0, 0.0, -0.1], [0.9, 0.8, -0.3], [-1.4, -0.6, -1.1], [0.3, -1.0, 1.1], [-0.6, -0.3, 0.1], [-0.1, 0.9, 0.2], [0.5, 0.0, 0.3], [0.6, 0.5, 0.2], [1.5, 1.4, -1.1], [-0.7, 0.8, 0.1], [1.4, 0.4, 0.3]], "smiles": "CC(C)c1nnc(N2C(=O)c3oc4ccccc4c(=O)c3[C@@H]2c2ccco2)s1", "energy_ha": -1634.4143, "multiplicity": 1, "e_lumo_ev": -0.93, "relative_energy_kj_mol": 138.5}

***

3.
{"formula": "C6H17N2OPS", "method": "ωB97M-V/def2-TZVPD", "species": ["C", "C", "C", "C", "C", "C", "N", "N", "O", "P", "S", "H", "H", "H", "H", "H", "H", "H", "H", "H", "H", "H", "H", "H", "H", "H", "H", "H"], "positions_angstrom": [[-1.6821, -1.2068, -2.0465], [-2.8342, -0.5526, 0.1188], [0.0374, 1.5854, 2.1707], [0.0644, -0.8373, 2.1410], [3.2983, 0.9611, -0.9322], [1.7380, -0.7765, -1.4477], [-1.5993, -0.8803, -0.6184], [-0.0413, 0.4287, 1.3175], [2.7555, -0.3076, -0.6315], [-0.3554, 0.4105, -0.3419], [-1.0736, 2.1069, -1.0025], [-0.8020, -0.6464, -2.5026], [-1.5010, -2.3546, -2.1239], [-2.6025, -0.7836, -2.3487], [-3.3859, -1.4936, 0.0252], [-2.7100, -0.1297, 1.0518], [-3.2209, 0.3327, -0.5054], [-0.5281, 2.4918, 1.7178], [-0.2518, 1.4578, 3.1429], [1.0283, 1.8571, 2.1732], [1.0668, -1.0379, 2.1358], [-0.2362, -0.7249, 3.1183], [-0.4643, -1.7187, 1.6549], [2.6670, 1.6741, -0.3644], [3.1469, 1.3151, -1.8734], [4.3284, 1.0212, -0.5358], [1.5718, -1.8362, -1.1495], [1.5862, -0.3555, -2.3433]], "forces_ev_per_angstrom": [[2.5, -0.9, 1.6], [-0.2, 0.3, -5.0], [-1.4, 2.5, -3.9], [-1.3, -0.3, -4.2], [-0.6, 0.4, 4.0], [-0.4, -0.3, 6.7], [3.2, 1.4, 2.4], [-1.7, -1.9, 0.5], [-0.3, -1.2, -1.7], [-0.2, -2.3, -0.5], [0.6, 0.1, 0.0], [-1.3, -0.9, -0.1], [-0.8, 2.0, -0.5], [-1.0, -0.1, -1.3], [-0.7, 0.6, 0.6], [0.6, 0.1, 2.2], [-0.7, -1.3, 0.9], [0.7, -1.6, 0.7], [-1.2, -0.8, 2.4], [2.5, 1.1, 0.4], [2.7, -1.0, 0.3], [-1.1, 0.6, 2.0], [0.5, 1.3, 0.5], [0.4, 0.0, 0.2], [0.1, 0.3, -3.2], [-0.5, -0.2, -0.6], [-0.2, 1.0, -0.9], [-0.2, 1.2, -3.4]], "energy_ha": -1162.9529, "multiplicity": 1, "e_lumo_ev": [0.21, 0.22], "relative_energy_kj_mol": 0.0}